Below is one molecule with the formula C6H5NO3 at a distorted geometry, with properties calculated with the ωB97M-V functional and the def2-TZVPD basis.

Element x y z (Å)
1 C 0.3543 0.8776 0.5821
2 C -0.8015 -1.0066 -1.2270
3 H -1.3888 0.5438 -2.1058
4 H -0.7392 2.9470 -1.4811
5 O 2.0374 -0.2894 2.5205
6 C -0.3863 1.3332 -0.5365
7 C 0.4582 -0.4673 0.7906
8 H -1.2566 -1.8045 -2.0249
9 C -0.0081 -1.3907 -0.0646
10 N 1.1318 -1.0001 1.9704
11 O -0.4355 2.5652 -0.6981
12 H 0.1618 -2.4277 0.0374
13 H 0.8413 1.7531 1.1661
14 C -0.8230 0.4142 -1.4162
15 O 0.8543 -2.0476 2.4870

Computed properties:
Kohn-Sham gap, eV: 8.83
Multiplicity: 1
F_max, eV/Å: 11.30
Structure (SMILES): O=[N+]([O-])c1cccc(O)c1